70
Properties=species:S:1:pos:R:3:forces:R:3:mulliken_charge:R:1 method="wB97M-V/def2-TZVPD" relative_energy_kj_mol=233.1 e_homo_ev=-11.4 charge=+1 energy_ev=-85971.95087 lumo_energy_ha=-0.0932 molar_mass_da=637.555 gap_ev=8.87
Sc -0.423 0.368 0.899 0.0 0.3 0.6 0.498
C -1.119 3.762 -1.278 0.7 0.6 0.7 -0.251
O -2.423 3.161 -1.211 0.1 -0.5 -0.2 -0.535
C -2.468 1.850 -0.978 0.8 0.8 0.4 0.541
O -1.457 1.151 -0.857 1.1 -0.3 -0.2 -0.165
N -3.683 1.391 -0.818 -1.3 0.7 -0.1 -0.058
N -3.898 0.041 -0.556 -0.8 -0.3 0.2 -0.484
H -1.278 4.776 -1.625 -0.2 0.1 0.0 0.361
H -0.440 3.294 -1.992 -0.3 -0.3 0.1 0.000
H -0.640 3.809 -0.270 -0.5 -0.3 -0.7 0.145
H -4.384 2.115 -0.649 0.0 -0.5 -0.1 0.266
H -4.814 -0.197 -0.927 0.2 0.0 -0.2 0.280
H -3.928 -0.094 0.455 0.2 0.1 -0.2 0.208
N 1.794 -0.185 1.683 1.1 -0.2 0.1 -0.294
N 2.893 0.022 0.740 -0.4 0.6 -0.3 -0.533
C 2.792 1.323 -0.047 0.0 -0.9 0.4 0.531
N 3.932 2.177 0.267 -0.6 0.2 -0.4 -0.703
N 1.449 1.849 0.276 0.4 -0.3 -1.7 -0.228
N 1.286 2.251 1.469 0.0 -0.1 1.5 1.256
O 0.055 2.251 1.841 -0.5 0.5 0.0 -0.662
O 2.155 2.444 2.321 0.0 0.5 -0.4 -0.815
H 1.985 0.302 2.586 -0.2 -0.7 -0.8 0.382
H 1.736 -1.196 1.824 0.1 0.4 0.1 0.382
H 3.809 0.032 1.189 -0.4 0.0 0.2 0.389
H 3.723 2.696 1.124 0.3 -0.4 -0.2 0.353
H 4.043 2.885 -0.465 0.1 -0.4 0.2 0.319
O -2.425 0.527 1.568 0.4 0.1 1.5 -0.402
N -2.644 0.544 2.877 1.2 -0.3 -0.3 -0.748
N -1.630 0.124 3.535 -1.8 0.0 -0.5 1.220
O -0.552 -0.302 2.958 0.3 0.3 -0.6 -0.515
C -1.764 -0.004 4.964 1.2 -0.1 0.0 0.308
C -0.621 0.253 5.739 -1.2 -0.2 -0.2 -0.364
C -0.733 0.086 7.101 -0.1 0.2 -0.5 -0.636
C -1.946 -0.243 7.666 0.0 0.2 0.7 -0.411
C -3.050 -0.485 6.896 0.2 -0.2 -0.4 -0.608
C -2.940 -0.450 5.510 -0.3 0.2 0.6 -0.330
H 0.278 0.597 5.282 0.5 0.1 -0.3 0.455
H 0.101 0.286 7.719 0.8 0.1 0.5 0.403
H -2.045 -0.263 8.739 0.1 -0.1 0.2 0.382
H -3.969 -0.716 7.392 -0.5 -0.2 -0.1 0.395
H -3.771 -0.751 4.916 -0.4 0.0 -0.5 0.453
C 0.635 -2.406 -4.648 -1.5 0.1 0.6 -0.689
N -0.110 -2.438 -3.354 0.1 -0.3 -0.8 -0.149
N 0.369 -1.728 -2.300 -0.4 0.3 0.9 1.112
C -0.457 -1.908 -1.230 0.5 0.7 1.2 0.792
O -0.216 -1.371 -0.070 0.0 -0.5 -1.3 -0.675
C -1.476 -2.761 -1.626 -0.1 -0.5 0.5 -1.392
C -1.211 -3.102 -2.923 -0.3 -0.1 -1.6 0.837
C -2.025 -3.959 -3.852 -0.7 0.1 -0.2 -1.617
C 1.569 -1.003 -2.325 0.8 -0.1 -0.2 -1.300
C 1.527 0.461 -2.132 -0.4 -0.6 -0.8 3.055
C 2.791 1.062 -1.634 1.1 1.3 1.3 -0.460
C 4.024 0.405 -2.258 -0.8 1.5 0.9 -0.926
C 3.907 -0.785 -2.810 1.0 -0.5 0.3 -1.236
C 2.719 -1.572 -2.662 -0.8 -1.2 -0.3 0.163
H 0.805 -1.368 -4.959 0.1 -0.4 0.2 0.157
H 0.011 -2.884 -5.394 -0.2 -0.1 0.0 0.421
H 1.521 -2.988 -4.525 0.7 -0.1 -0.2 0.344
H -2.222 -3.188 -0.974 0.0 0.2 -0.2 0.457
H -2.691 -4.632 -3.300 0.0 0.5 0.2 0.391
H -1.415 -4.670 -4.400 0.3 0.3 -0.4 0.437
H -2.672 -3.346 -4.545 0.9 -0.6 0.6 0.290
H 0.697 0.696 -1.531 -0.9 0.5 1.0 -1.989
H 2.792 2.123 -1.911 0.0 -0.1 -0.6 0.786
H 4.918 1.027 -2.301 -0.1 -0.4 0.0 0.444
H 4.745 -1.250 -3.283 0.4 -0.1 -0.3 0.508
H 2.711 -2.648 -2.897 0.3 0.6 0.3 0.704
S 0.846 1.252 -3.640 0.3 0.2 -0.8 -0.124
C 2.063 0.908 -4.801 0.2 -0.3 -0.1 0.372
N 2.858 0.595 -5.583 -0.6 0.3 0.5 -0.503

=====

53
Properties=species:S:1:pos:R:3:forces:R:3:mulliken_charge:R:1 method="wB97M-V/def2-TZVPD" relative_energy_kj_mol=353.5 e_homo_ev=-8.6 energy_ev=-29305.24808 lumo_energy_ha=0.0272 molar_mass_da=340.467 gap_ev=9.33
C -2.804 -1.284 -2.075 -0.1 0.3 0.0 -1.055
C -3.023 0.209 -1.859 -0.1 -0.2 -0.2 -0.669
N -2.503 0.669 -0.575 0.2 0.1 -0.2 0.560
C -3.238 0.098 0.556 0.1 -0.3 0.3 -1.205
C -2.394 -0.901 1.342 -0.3 0.2 -0.1 -0.656
C -2.433 2.126 -0.521 -0.1 0.3 0.2 -1.248
C -1.557 2.676 0.607 0.0 -0.1 -0.3 -0.510
C -0.044 2.498 0.393 0.0 0.2 0.3 -1.367
C 0.490 1.198 0.924 -0.4 0.7 0.3 0.145
N 0.674 0.980 2.159 0.2 -0.5 0.5 0.154
O 0.303 2.018 3.029 -0.1 0.2 -0.5 -0.567
C 0.938 0.171 -0.104 0.4 -0.3 0.1 2.433
O 0.195 0.359 -1.285 0.2 0.1 -0.2 -0.574
C 0.889 -1.304 0.293 -0.2 -0.1 0.0 -0.288
C 0.959 -1.784 1.592 0.0 0.0 0.1 0.260
C 0.927 -3.146 1.839 0.0 -0.1 0.0 -1.041
C 0.835 -4.050 0.795 0.0 -0.1 0.1 -0.461
C 0.784 -3.580 -0.506 0.0 0.0 -0.1 -1.011
C 0.815 -2.221 -0.752 0.0 0.0 -0.1 -0.529
C 2.407 0.490 -0.389 0.0 0.2 -0.3 -0.371
C 2.812 0.858 -1.663 -0.2 0.0 0.0 -0.414
C 4.145 1.130 -1.918 0.1 0.0 0.0 -0.954
C 5.081 1.038 -0.904 0.1 0.0 -0.1 -0.478
C 4.678 0.670 0.370 0.0 0.0 0.1 -1.031
C 3.348 0.398 0.628 0.0 0.0 0.0 -0.040
H -3.121 -1.552 -3.080 0.0 -0.1 -0.1 0.465
H -1.751 -1.529 -1.965 0.1 -0.1 0.0 0.105
H -3.375 -1.879 -1.368 0.0 -0.1 0.1 0.295
H -4.098 0.442 -1.959 0.1 0.1 0.0 0.469
H -2.492 0.751 -2.647 -0.1 0.0 0.0 0.409
H -3.556 0.898 1.232 0.0 0.0 -0.1 0.469
H -4.150 -0.396 0.199 0.0 0.1 0.0 0.474
H -1.525 -0.412 1.769 0.1 0.0 0.1 0.032
H -2.986 -1.328 2.149 0.0 -0.1 0.1 0.572
H -2.046 -1.707 0.702 0.1 -0.1 -0.1 0.092
H -3.443 2.560 -0.417 0.1 -0.1 -0.1 0.403
H -2.023 2.476 -1.472 -0.1 0.0 0.0 0.436
H -1.764 3.746 0.673 0.0 0.0 0.1 0.454
H -1.836 2.234 1.564 -0.1 0.1 0.1 0.353
H 0.205 2.599 -0.663 0.0 0.0 0.1 0.453
H 0.466 3.286 0.955 0.0 0.0 -0.1 0.647
H 0.565 1.690 3.900 0.0 -0.1 -0.3 0.390
H -0.753 0.331 -1.034 -0.2 -0.1 0.2 0.105
H 1.023 -1.092 2.414 0.0 -0.1 0.0 0.452
H 0.974 -3.503 2.857 0.0 0.0 0.1 0.417
H 0.809 -5.111 0.993 0.0 -0.1 0.0 0.414
H 0.721 -4.273 -1.332 0.0 -0.1 -0.1 0.431
H 0.785 -1.853 -1.767 0.0 0.0 0.0 0.534
H 2.077 0.925 -2.449 -0.1 0.0 -0.1 0.425
H 4.451 1.416 -2.914 0.0 0.0 -0.1 0.429
H 6.121 1.252 -1.103 0.1 0.0 0.0 0.401
H 5.405 0.597 1.166 0.1 0.0 0.1 0.417
H 3.031 0.116 1.620 0.0 0.0 0.1 0.375

=====

54
Properties=species:S:1:pos:R:3:forces:R:3:mulliken_charge:R:1 method="wB97M-V/def2-TZVPD" relative_energy_kj_mol=1901.1 e_homo_ev=-8.5 energy_ev=-31337.03005 lumo_energy_ha=0.0183 molar_mass_da=356.466 gap_ev=9.01
C 0.018 -4.135 -0.969 13.7 7.5 -10.6 -1.630
C 1.134 -3.405 -0.649 -3.5 -0.7 0.5 0.044
C 1.393 -2.956 0.768 -8.7 -2.9 1.0 -0.081
O 2.648 -2.833 1.058 1.9 -2.0 1.8 -0.340
C 3.191 -1.812 0.522 4.6 5.2 2.0 -0.037
C 2.462 -0.712 0.026 0.0 -1.7 -0.4 1.061
C 3.111 0.411 -0.196 3.7 7.5 -5.3 -0.439
C 4.513 0.716 -0.145 -5.9 -8.9 4.4 -1.568
C 5.128 -0.291 0.577 -0.5 -1.5 0.4 -0.370
C 4.546 -1.513 1.013 -7.9 9.1 -10.4 -1.619
H 4.938 -2.062 1.582 5.9 -8.2 8.0 0.993
H 6.116 -0.107 0.839 1.9 0.0 0.6 0.408
H 5.081 1.414 -0.415 3.5 6.3 -2.6 0.787
C 2.496 1.659 -1.138 -2.1 -3.6 -3.7 0.295
O 2.508 1.550 -2.520 0.2 1.4 7.8 -0.700
N 1.708 2.460 -0.345 2.8 1.1 -7.5 0.245
C 1.622 2.301 1.012 0.3 7.0 0.0 -1.515
H 2.307 1.774 1.501 2.6 -2.9 1.5 0.678
C 0.284 2.061 1.220 -7.8 -7.1 5.3 0.548
H -0.005 2.011 2.481 0.8 0.4 -3.5 0.234
C -0.922 2.817 0.499 2.6 1.2 10.2 0.645
C -0.697 2.985 -0.757 6.8 -3.2 -12.3 -0.346
C 0.847 3.485 -1.099 -2.6 -2.1 6.1 -1.366
H 1.034 3.397 -2.044 1.0 -1.5 -5.6 0.642
H 0.982 4.560 -1.017 0.3 0.2 1.6 0.311
H -1.197 3.589 -1.411 -2.4 1.4 -1.1 0.485
H -0.676 1.718 -1.368 -0.2 3.6 1.4 0.095
C -2.266 2.504 0.848 -1.4 -6.7 4.2 -2.032
C -2.638 0.837 0.660 0.0 4.7 5.8 -1.247
C -4.007 0.515 0.625 -6.9 3.2 -1.6 0.471
O -4.903 1.472 0.738 3.1 -4.3 0.1 -0.730
N -4.374 -0.765 0.143 1.9 3.8 0.9 -0.156
C -3.391 -1.737 -0.030 -1.8 -1.6 -3.3 -0.234
C -3.884 -2.994 -0.998 1.5 4.2 1.3 -0.811
C -2.883 -1.931 -1.437 1.0 2.3 -1.6 -0.219
H -1.782 -1.978 -1.518 -0.6 -1.1 0.1 0.076
H -3.146 -1.122 -2.333 0.0 -2.2 2.7 0.200
H -3.541 -3.855 -0.505 0.0 -1.4 -0.3 0.307
H -4.876 -2.759 -1.369 0.1 -0.8 0.2 0.352
H -2.883 -1.927 0.867 1.4 -0.9 0.6 0.538
H -5.249 -1.038 0.412 -2.8 -0.7 0.7 0.254
H -2.309 0.696 -0.201 3.2 -1.9 -7.8 0.832
H -2.170 0.178 1.306 1.5 -1.0 1.5 0.614
H -3.055 2.808 0.333 -2.8 2.4 -2.9 0.708
H -2.634 2.565 1.863 0.7 0.9 0.6 0.541
H -0.632 3.775 0.977 -0.8 0.6 0.1 0.096
H 0.184 0.815 0.977 -0.2 3.0 0.4 -0.432
H 1.840 3.337 1.380 0.0 -0.2 0.4 0.426
H 1.515 -0.634 -0.439 -1.3 -1.0 0.2 1.049
H 0.487 -2.116 1.141 3.2 -1.3 -1.0 0.008
H 0.986 -3.839 1.391 0.7 1.2 -0.7 0.389
H 1.723 -2.956 -1.402 0.8 0.0 -0.9 0.392
H -0.561 -4.486 -0.460 -11.3 -6.7 11.1 0.868
H -0.122 -4.444 -1.996 0.1 0.4 -0.3 0.276

=====

56
Properties=species:S:1:pos:R:3:forces:R:3:mulliken_charge:R:1 method="wB97M-V/def2-TZVPD" relative_energy_kj_mol=17.6 e_homo_ev=-8.6 smiles="Cc1cccc(CSCCNC(=O)CN(c2cc(C)cc(C)c2)S(C)(=O)=O)c1" energy_ev=-53025.32761 lumo_energy_ha=0.0235 molar_mass_da=420.600 gap_ev=9.19
C 1.451 1.499 3.218 -0.1 -0.1 0.0 -1.453
C 1.766 1.714 1.773 0.1 0.2 0.0 0.517
C 0.785 2.205 0.918 0.0 0.0 -0.1 -0.569
C 1.057 2.401 -0.422 -0.1 0.1 0.0 -0.470
C 2.304 2.080 -0.936 0.1 0.1 0.1 -0.509
C 3.293 1.578 -0.097 -0.1 0.1 -0.1 0.440
C 4.634 1.236 -0.668 0.3 -0.6 0.1 -0.855
S 5.427 -0.267 0.018 0.0 0.1 0.0 -0.145
C 4.125 -1.539 -0.049 0.2 0.4 -0.1 0.018
C 3.576 -1.825 -1.447 0.0 -0.3 -0.1 -0.995
N 2.338 -1.113 -1.687 0.2 0.3 -0.2 -0.166
C 1.149 -1.701 -1.451 0.1 0.2 -0.8 -0.164
O 0.997 -2.901 -1.327 -0.1 -0.3 0.0 -0.756
C -0.041 -0.743 -1.511 0.4 0.0 -0.1 0.141
N -0.928 -0.975 -0.392 0.6 -0.2 0.6 0.359
C -2.218 -0.428 -0.411 -0.8 0.1 0.1 1.000
C -2.578 0.574 -1.307 0.2 -0.1 0.0 -0.246
C -3.867 1.088 -1.318 -0.1 -0.1 0.0 0.255
C -4.226 2.182 -2.279 0.0 0.0 0.1 -1.566
C -4.799 0.603 -0.414 0.1 0.0 -0.1 -0.888
C -4.458 -0.390 0.493 0.2 -0.1 0.0 0.182
C -5.464 -0.927 1.466 0.0 0.0 0.0 -1.606
C -3.172 -0.909 0.479 -0.2 0.1 -0.1 -0.426
S -0.199 -1.331 1.074 0.0 -0.4 0.5 1.072
C -0.415 -3.108 1.281 0.1 0.7 -0.2 -1.124
O -0.876 -0.650 2.139 -0.3 -0.1 -0.1 -0.719
O 1.204 -1.061 0.925 -0.2 -0.2 -0.1 -0.483
C 3.017 1.416 1.254 -0.1 0.1 0.0 -0.310
H 2.321 1.139 3.761 0.0 0.0 0.1 0.362
H 0.652 0.763 3.296 0.0 0.0 0.1 0.221
H 1.104 2.425 3.676 0.0 0.0 0.1 0.411
H -0.197 2.425 1.309 -0.1 0.0 0.1 0.386
H 0.295 2.805 -1.075 -0.1 0.0 0.0 0.445
H 2.515 2.239 -1.986 0.0 0.0 -0.1 0.294
H 5.361 2.019 -0.438 0.0 0.0 -0.1 0.411
H 4.585 1.126 -1.753 -0.1 0.2 0.0 0.339
H 3.308 -1.248 0.612 0.2 -0.2 0.0 -0.067
H 4.621 -2.418 0.359 0.0 0.0 0.0 0.425
H 4.304 -1.548 -2.217 0.0 -0.1 0.1 0.390
H 3.345 -2.888 -1.543 0.1 0.1 -0.1 0.520
H 2.385 -0.110 -1.566 -0.2 -0.1 0.0 0.082
H 0.313 0.294 -1.531 -0.1 -0.2 -0.1 0.011
H -0.594 -0.962 -2.432 0.1 0.0 0.1 0.560
H -1.857 0.971 -2.004 0.1 0.0 -0.1 0.381
H -3.763 2.014 -3.249 0.0 0.0 -0.1 0.375
H -5.303 2.246 -2.410 -0.1 0.0 0.0 0.390
H -3.873 3.142 -1.901 0.0 0.1 0.0 0.315
H -5.802 1.006 -0.414 -0.1 0.0 0.0 0.342
H -5.026 -1.004 2.459 0.0 0.0 0.1 0.347
H -6.339 -0.284 1.516 -0.1 0.0 0.0 0.372
H -5.787 -1.923 1.163 -0.1 -0.1 0.0 0.346
H -2.905 -1.676 1.185 -0.1 -0.1 0.1 0.240
H 0.040 -3.578 0.418 0.0 0.0 -0.1 0.297
H -1.471 -3.333 1.344 -0.2 0.0 0.0 0.341
H 0.095 -3.388 2.194 0.1 0.1 0.2 0.423
H 3.791 1.033 1.904 0.1 -0.1 0.1 0.507